1.
ORCA calculation (ωB97M-V/def2-TZVPD) on a molecular structure, C23H39O2SiV in a non-equilibrium geometry.

Values from the calculation:
* energy above the lowest of the compared OMol25 structures with the same formula, charge and spin: 2.66 kcal per mole
* molar mass: 426.593 g/mol
* gap between HOMO and LUMO (alpha / beta): 7.35 / 7.81 eV
* ⟨S²⟩: 0.791

Structure (ORCA input):
```
! RIJCOSX wB97M-V def2-TZVPD def2/J DEFGRID3
* xyz 1 2
V 2.4575 -1.0597 -0.1027
Si 2.8934 -4.6390 0.7059
O -0.3276 0.0996 -0.0403
O -4.4407 3.7482 -0.1435
C 3.9748 -0.4528 -1.5662
C 2.9799 0.6019 -1.5003
C 2.4152 0.6294 1.3182
C 1.7567 0.0917 -2.0498
C -0.6329 1.5157 -0.0468
C 4.5898 -4.9026 -0.0354
C 3.1142 -4.6676 2.5710
C -5.6045 3.2869 -0.8881
C -5.0257 5.0827 -0.0508
C -4.1728 6.1370 -0.7291
C -5.3461 5.4645 1.3821
C -6.2813 4.6645 -0.8773
C 3.7626 0.1102 1.2163
C -2.6479 0.3535 -0.5990
C 3.3621 -1.5770 -2.2065
C -1.9519 1.7022 -0.7837
C 2.0679 -3.1258 -0.0830
C 1.6175 -0.3631 1.9750
C 3.7698 -1.2083 1.7643
C 1.8026 -6.1387 0.3773
C 1.9989 -1.2397 -2.4985
C -1.4799 -0.6250 -0.5248
C 2.4472 -1.4772 2.2650
H 3.1385 1.6337 -1.1895
H 3.7145 -5.5542 2.8175
H 4.6421 -1.8431 1.8909
H -3.9457 5.8542 -1.7635
H 4.5404 -5.1202 -1.1071
H -7.2172 4.7152 -0.3167
H -5.3308 2.9277 -1.8862
H 2.1483 -2.3459 2.8360
H 4.6367 0.6560 0.8724
H 0.5780 -0.2559 2.2697
H 5.0228 -0.3865 -1.2847
H -3.3563 0.1237 -1.3969
H -1.7396 1.8663 -1.8489
H -3.1782 0.3525 0.3613
H -1.2340 -1.0278 -1.5206
H 0.2027 2.0580 -0.5141
H 1.2757 -1.8675 -3.0189
H -4.7071 7.0971 -0.7379
H 0.9914 -3.0407 0.2299
H -6.3386 5.1516 -1.8543
H -5.9867 4.7110 1.8543
H 2.0046 -3.4408 -1.1552
H -3.2352 6.2689 -0.1755
H 5.0254 -5.7818 0.4531
H 2.1516 -4.7813 3.0856
H -6.1525 2.5145 -0.3366
H 0.8838 -6.0897 0.9781
H 0.8513 0.6682 -2.2206
H -0.7068 1.8679 0.9942
H -1.6670 -1.4719 0.1479
H -4.4174 5.5584 1.9578
H -5.8665 6.4318 1.4037
H 3.6313 -3.7943 2.9795
H 1.5188 -6.2182 -0.6797
H 5.2712 -4.0606 0.1251
H 3.8582 -2.5176 -2.4392
H 2.0903 1.6415 1.0844
H 2.3448 -7.0506 0.6616
H -2.5418 2.5391 -0.4057
*
```

These are the Mulliken partial charges, in e, on atoms 1 to 8: 0.139, 0.154, 0.096, -0.388, -0.601, -0.623, -0.156, -0.100



2.
ORCA calculation (ωB97M-V/def2-TZVPD) on a molecular structure, C23H40AgNOS2Si in a non-equilibrium geometry.

Values from the calculation:
* energy above the lowest of the compared OMol25 structures with the same formula, charge and spin: 30.00 kcal per mole
* molar mass: 546.667 g/mol
* gap between HOMO and LUMO: 6.43 eV

Structure (ORCA input):
```
! RIJCOSX wB97M-V def2-TZVPD def2/J DEFGRID3
* xyz 0 1
Ag 9.6065 12.6229 8.4298
S 5.2230 13.7861 9.0158
S 6.6219 9.1936 7.3438
Si 11.8483 12.0498 7.6643
O 7.8641 9.9843 7.7195
N 7.6258 13.3592 8.3790
C 12.7635 13.7281 8.2154
C 13.3062 11.6589 5.0498
C 7.0786 6.4600 7.0195
C 7.2113 15.4835 5.3102
C 5.7662 14.4625 7.4564
C 7.8923 14.7183 6.2762
C 6.6684 12.9136 9.1496
C 11.1560 9.5270 8.8021
C 11.9480 11.6362 5.7217
C 14.2793 13.6626 8.2824
C 12.5682 10.8747 10.2216
C 11.1331 12.7773 4.9277
C 12.2882 14.0818 9.6973
C 7.6429 7.2026 5.7180
C 11.1550 10.2744 5.5519
C 12.3266 10.5237 8.7628
C 12.4011 14.9585 7.3302
C 7.2043 14.2353 7.3788
C 5.8392 15.7477 5.4537
C 13.7267 10.0235 8.2396
C 6.8277 7.5210 8.1475
C 6.8910 8.5293 5.6065
C 5.0720 15.1851 6.4637
H 14.5087 10.8251 8.2234
H 11.5341 8.4765 8.7744
H 12.6479 14.8680 6.2655
H 12.4891 9.9605 10.8902
H 14.4761 12.8980 9.0158
H 14.6137 14.6660 8.5624
H 6.1098 5.9958 6.7293
H 11.3267 15.0834 7.3942
H 8.9289 14.3951 6.1801
H 13.9372 10.8533 5.4659
H 7.4529 6.4343 4.9168
H 11.8382 9.4724 5.7896
H 3.9748 15.1967 6.4808
H 8.7354 7.3334 5.8650
H 10.4607 9.6784 7.9640
H 11.7209 11.5099 10.5682
H 10.2107 10.1968 6.0896
H 7.6291 5.6339 7.3299
H 12.3110 13.2883 10.4239
H 12.8081 15.8685 7.7813
H 5.9140 8.4419 5.1737
H 13.7745 12.5985 5.2038
H 10.9312 10.0567 4.5037
H 11.5002 13.7921 5.0748
H 13.5536 11.4359 10.4517
H 6.9080 12.1390 9.9268
H 7.7154 7.7061 8.8075
H 13.0014 14.9064 10.0244
H 13.7102 9.5863 7.2851
H 7.4835 9.3469 5.1044
H 7.8173 15.8155 4.4726
H 14.6707 13.4296 7.2606
H 5.2393 16.2715 4.6822
H 10.1146 12.7603 5.2557
H 14.1648 9.3049 8.9339
H 11.1581 12.5464 3.8986
H 13.2325 11.3185 4.0281
H 10.5662 9.5657 9.6759
H 11.2888 14.5479 9.7446
H 5.9433 7.4479 8.7016
*
```

These are the Mulliken partial charges, in e, on atoms 1 to 8: -0.772, -0.234, 0.223, 0.809, -0.516, 0.008, 1.869, -1.748